*w*
Below is an isolated molecule of C5H8N2O, with properties calculated with the ωB97M-V functional and the def2-TZVPD basis.

The geometry in XYZ format:
```
16
Properties=species:S:1:pos:R:3:mulliken_charge:R:1
H -0.67 -2.39 -0.87 0.305
N 0.21 -1.91 -0.65 -0.731
C 0.05 -0.68 -0.40 0.564
C -1.52 0.02 -0.43 -0.364
C -2.51 -0.52 0.27 -0.690
N 0.83 0.18 0.24 0.003
C 0.80 1.63 0.09 -0.940
C 2.32 -0.42 0.44 0.066
O 3.32 0.26 0.58 -0.444
H -1.66 0.82 -1.15 0.308
H -2.34 -1.30 1.01 0.282
H -3.54 -0.17 0.16 0.278
H 1.77 2.07 0.36 0.366
H 0.04 2.03 0.76 0.311
H 0.57 1.92 -0.94 0.316
H 2.35 -1.52 0.53 0.369
```

## Properties
HOMO level = -9.3 eV
LUMO energy = 0.9 eV
HOMO-LUMO gap = 0.37305 Ha
Total charge = 0



*x*
Below is an isolated molecule of C5H8N2O, with properties calculated with the ωB97M-V functional and the def2-TZVPD basis.

The geometry in XYZ format:
```
16
Properties=species:S:1:pos:R:3:mulliken_charge:R:1
C 0.76 1.83 0.01 -1.381
C -1.48 1.00 -0.54 0.192
C -0.35 0.83 0.23 0.725
C 0.29 -0.88 0.39 0.818
N -0.62 -1.70 -0.31 -0.521
C 1.56 -1.24 0.63 -1.090
N -2.50 0.91 -1.15 -0.574
O -0.46 0.11 1.40 -0.466
H -0.22 -2.60 -0.55 0.221
H -1.50 -1.78 0.18 0.254
H -2.72 0.09 -1.72 0.278
H 1.21 1.68 -0.97 0.296
H 0.37 2.84 0.07 0.377
H 1.53 1.73 0.77 0.409
H 2.26 -0.57 1.10 0.244
H 1.88 -2.25 0.45 0.220
```

## Properties
HOMO level (alpha / beta) = -7.3 / -7.3 eV
LUMO energy (alpha / beta) = 0.4 / 0.4 eV
HOMO-LUMO gap (alpha / beta) = 0.28287 / 0.28283 Ha
Total charge = 0



*y*
Below is a cluster of 2 separate species, C5H8N2O in total, with properties calculated with the ωB97M-V functional and the def2-TZVPD basis.

The geometry in XYZ format:
```
16
Properties=species:S:1:pos:R:3:mulliken_charge:R:1
C 2.17 1.95 0.59 -0.970
C -0.56 0.48 -1.28 0.641
C -0.90 -1.11 0.36 -0.066
N -2.27 -1.11 0.58 -0.516
C 0.89 1.23 0.40 -0.071
C -0.24 -2.09 -0.29 -0.824
N 0.40 1.18 -0.79 -0.216
O -1.30 0.32 -2.17 -0.378
H -2.82 -1.62 -0.09 0.230
H -2.68 -0.23 0.84 0.247
H -0.28 -0.36 0.95 0.526
H -0.76 -2.88 -0.83 0.243
H 0.83 -2.09 -0.34 0.311
H 2.89 1.22 0.99 0.236
H 2.59 2.41 -0.31 0.329
H 2.04 2.70 1.37 0.276
```

## Properties
HOMO level = -7.8 eV
LUMO energy = 0.0 eV
HOMO-LUMO gap = 0.28675 Ha
Total charge = 0



*z*
Below is a structure of composition C5H8N2O, with properties calculated with the ωB97M-V functional and the def2-TZVPD basis.

The geometry in XYZ format:
```
16
Properties=species:S:1:pos:R:3:mulliken_charge:R:1
C -0.65 0.27 -0.17 0.837
C -0.27 0.68 1.36 -0.601
C 0.85 -0.48 1.31 -0.493
C 0.81 -0.02 -0.22 -0.410
C -0.80 0.80 -1.59 -0.543
H -2.24 -0.96 0.54 0.361
H 0.38 1.59 1.27 0.257
H -1.02 0.73 2.20 0.343
H 1.86 -0.50 1.96 0.272
H 0.22 -1.39 1.49 0.272
H 1.45 0.97 -0.29 0.222
H 1.41 -1.49 -1.84 0.334
H -1.74 1.18 -1.94 0.350
N 1.14 -0.43 -1.62 -0.224
N -0.03 0.00 -2.41 -0.403
O -1.37 -0.96 -0.05 -0.573
```

## Properties
HOMO level = -8.8 eV
LUMO energy = 0.7 eV
HOMO-LUMO gap = 0.34789 Ha
Total charge = 0



Sorted by energy, starting with the most stable: *w*, *y*, *x*, *z*.



*w*
Below is an isolated molecule of C5H8N2O, with properties calculated with the ωB97M-V functional and the def2-TZVPD basis.

The geometry in XYZ format:
```
16
Properties=species:S:1:pos:R:3:mulliken_charge:R:1
H -1.93 0.62 1.75 0.338
N -1.96 0.69 0.73 -0.603
C -0.76 0.45 0.64 0.324
C 0.14 -0.29 1.61 0.655
C 1.63 -0.36 1.29 -1.074
O -0.67 -0.82 2.44 -0.566
N 0.02 0.75 -0.66 -0.309
C -0.06 -0.53 -1.61 -0.559
C -0.90 0.62 -1.87 -0.496
H 1.96 0.56 0.85 0.366
H 1.94 -1.24 0.60 0.248
H 2.40 -0.35 2.14 0.366
H -0.20 -1.54 -1.28 0.375
H 0.80 -0.17 -2.11 0.298
H -0.63 1.16 -2.81 0.186
H -1.80 0.46 -1.69 0.449
```

## Properties
HOMO level = -9.9 eV
LUMO energy = -0.3 eV
HOMO-LUMO gap = 0.35328 Ha
Total charge = 0



*x*
Below is an isolated molecule of C5H8N2O, with properties calculated with the ωB97M-V functional and the def2-TZVPD basis.

The geometry in XYZ format:
```
16
Properties=species:S:1:pos:R:3:mulliken_charge:R:1
O 3.03 -0.94 -0.26 -0.562
C 2.06 -0.29 0.11 0.234
N 1.76 1.20 0.16 -0.447
C 0.30 0.83 -0.32 0.107
C -1.12 0.91 0.05 -0.831
C -1.55 -0.61 -0.12 -0.463
N -0.39 -1.46 -0.15 -0.493
C 0.62 -0.53 0.37 0.229
H 2.31 2.10 -0.23 0.278
H 0.34 0.56 -1.35 0.232
H -1.73 1.60 -0.55 0.325
H -1.26 1.20 1.02 0.307
H -2.11 -0.51 -1.12 0.227
H -2.29 -1.11 0.57 0.335
H -0.41 -2.44 0.31 0.322
H 0.43 -0.49 1.51 0.200
```

## Properties
HOMO level = -8.8 eV
LUMO energy = 0.9 eV
HOMO-LUMO gap = 0.35424 Ha
Total charge = 0



Sorted by energy, starting with the most stable: *x*, *w*.